1.
{"formula": "C31H32MoN3OS3", "method": "ωB97M-V/def2-TZVPD", "homo_energy_ev": [-11.17, -11.39], "charge": 1, "lumo_ha": [-0.15372, -0.14157], "multiplicity": 3, "total_energy_ha": -2702.4460, "s_squared": 2.046, "species": ["Mo", "C", "N", "C", "C", "N", "C", "C", "C", "C", "C", "C", "C", "S", "C", "C", "C", "C", "C", "C", "S", "H", "H", "H", "H", "H", "H", "H", "H", "H", "H", "H", "H", "H", "H", "H", "H", "H", "H", "C", "C", "C", "C", "C", "C", "C", "S", "C", "O", "H", "H", "H", "H", "H", "H", "H", "H", "H", "H", "N", "C", "C", "C", "C", "C", "C", "C", "H", "H", "H", "H"], "coordinates": [[-0.750, -0.464, -0.231], [-3.433, 0.409, 1.605], [-2.138, -0.285, 1.583], [-1.346, 0.049, 2.768], [-0.793, 1.486, 2.694], [-0.567, 1.938, 1.310], [0.735, 2.593, 1.158], [-1.585, 2.853, 0.845], [-2.104, 3.864, 1.655], [-3.121, 4.688, 1.208], [-3.615, 4.552, -0.078], [-3.059, 3.611, -0.923], [-2.061, 2.766, -0.461], [-1.418, 1.562, -1.634], [-2.427, -1.708, 1.427], [-3.177, -2.496, 2.280], [-3.418, -3.809, 1.899], [-2.922, -4.290, 0.698], [-2.175, -3.474, -0.146], [-1.907, -2.172, 0.227], [-2.772, 0.106, -1.605], [-3.987, 0.160, 2.515], [-4.023, 0.083, 0.747], [-3.314, 1.489, 1.555], [-0.508, -0.650, 2.828], [-1.939, -0.046, 3.688], [0.151, 1.510, 3.244], [-1.487, 2.149, 3.215], [1.537, 1.889, 1.383], [0.828, 3.455, 1.832], [0.833, 2.957, 0.134], [-1.718, 4.009, 2.652], [-3.524, 5.442, 1.869], [-4.429, 5.168, -0.425], [-3.405, 3.523, -1.942], [-3.567, -2.111, 3.211], [-4.013, -4.445, 2.536], [-3.117, -5.313, 0.420], [-1.824, -3.865, -1.090], [5.254, 2.531, -3.560], [4.027, 1.722, -3.295], [3.526, 0.865, -4.273], [2.425, 0.064, -4.030], [1.817, 0.121, -2.787], [2.267, 1.002, -1.819], [3.372, 1.797, -2.069], [0.368, -0.894, -2.416], [0.993, -2.567, -2.829], [-0.596, -0.544, -3.448], [5.249, 2.909, -4.580], [6.139, 1.904, -3.438], [5.332, 3.365, -2.869], [4.009, 0.814, -5.238], [2.029, -0.586, -4.795], [1.750, 1.046, -0.859], [3.738, 2.474, -1.311], [2.047, -2.538, -3.079], [0.404, -2.907, -3.676], [0.830, -3.202, -1.963], [4.773, -4.703, 2.763], [3.894, -4.106, 2.334], [2.834, -3.333, 1.803], [1.555, -3.376, 2.356], [0.538, -2.620, 1.809], [0.706, -1.750, 0.712], [2.013, -1.759, 0.182], [3.051, -2.514, 0.697], [1.367, -4.008, 3.211], [-0.436, -2.739, 2.265], [2.253, -1.165, -0.692], [4.030, -2.483, 0.240]], "forces_ev_per_a": [[-1.4, 1.0, 0.6], [-0.6, 0.4, -0.2], [-0.1, -0.3, 0.2], [0.6, 0.1, 0.4], [-0.3, -0.3, 0.3], [0.2, -0.2, -0.2], [0.3, 0.3, 0.1], [-0.3, 0.2, -0.4], [0.2, -0.1, 0.0], [0.0, 0.1, 0.0], [0.0, -0.1, 0.0], [0.0, 0.0, 0.0], [0.3, -0.3, 0.0], [0.1, 0.6, 0.3], [0.1, -0.4, -0.4], [0.1, 0.1, 0.0], [0.0, 0.1, 0.2], [0.1, 0.0, -0.1], [0.0, -0.2, -0.2], [-0.2, 0.3, 0.1], [0.1, -1.0, 0.3], [0.2, 0.0, 0.0], [0.1, 0.1, 0.2], [0.0, -0.1, 0.0], [-0.2, 0.1, 0.0], [0.0, -0.1, -0.2], [-0.1, 0.0, -0.1], [0.2, 0.0, -0.1], [0.0, 0.0, 0.0], [0.0, 0.0, -0.1], [0.1, -0.1, 0.0], [0.0, 0.0, 0.1], [0.0, 0.0, 0.0], [0.0, 0.1, 0.0], [-0.1, -0.1, -0.1], [-0.1, 0.0, 0.1], [0.0, -0.1, 0.0], [0.0, -0.1, -0.1], [0.1, -0.1, -0.1], [0.1, 0.0, 0.0], [-0.1, 0.0, 0.1], [-0.1, -0.1, 0.0], [-0.1, -0.1, 0.0], [-0.2, -0.1, 0.8], [-0.2, -0.1, 0.2], [0.0, 0.0, -0.1], [1.3, -0.2, -1.3], [-0.1, 0.2, 0.6], [-0.7, 0.0, -0.9], [0.1, 0.1, 0.0], [0.1, 0.0, 0.0], [0.0, 0.1, 0.0], [0.0, 0.0, -0.1], [0.0, -0.1, -0.1], [0.2, 0.1, -0.1], [0.0, 0.1, 0.1], [0.1, 0.1, 0.0], [-0.2, 0.1, -0.1], [0.0, -0.1, 0.0], [0.2, -0.2, 0.1], [0.4, -0.2, 0.2], [-0.6, 0.6, -0.5], [0.2, 0.0, 0.0], [-0.3, 0.1, 0.0], [0.5, -0.4, 0.2], [-0.2, 0.3, -0.2], [0.1, -0.2, 0.2], [-0.1, -0.1, 0.0], [0.0, 0.0, 0.0], [0.1, 0.0, 0.1], [0.0, 0.0, 0.0]]}

2.
{"formula": "C17H24ClNTi", "method": "ωB97M-V/def2-TZVPD", "homo_energy_ev": -14.70, "charge": 2, "lumo_ha": -0.29933, "multiplicity": 1, "total_energy_ha": -2026.0282, "species": ["C", "C", "C", "C", "Cl", "H", "H", "H", "H", "H", "H", "H", "H", "H", "C", "C", "C", "H", "C", "C", "H", "H", "H", "H", "C", "C", "C", "H", "C", "C", "H", "H", "H", "H", "Ti", "C", "C", "C", "N", "H", "H", "H", "H", "H"], "coordinates": [[0.238, 0.880, -4.999], [1.613, 1.390, -5.069], [-0.001, -0.509, -5.422], [-0.881, 1.826, -5.100], [0.296, 1.132, -1.350], [-0.002, -0.596, -6.525], [-0.973, -0.878, -5.071], [0.775, -1.186, -5.047], [1.893, 1.640, -6.109], [2.332, 0.644, -4.710], [1.739, 2.298, -4.471], [-1.041, 2.144, -6.147], [-0.703, 2.729, -4.508], [-1.818, 1.371, -4.754], [1.785, -1.229, 2.243], [0.827, -2.081, 1.624], [0.888, -1.857, 0.190], [0.234, -2.835, 2.141], [1.896, -0.851, -0.039], [2.437, -0.465, 1.227], [3.260, 0.226, 1.391], [2.040, -1.240, 3.300], [0.381, -2.440, -0.573], [2.266, -0.558, -1.009], [-2.250, 0.646, 1.629], [-2.046, -0.708, 2.047], [-1.896, -1.518, 0.882], [-2.070, -1.076, 3.066], [-1.954, -0.667, -0.267], [-2.196, 0.686, 0.198], [-2.377, 1.559, -0.425], [-2.488, 1.487, 2.275], [-1.845, -2.601, 0.876], [-1.922, -0.993, -1.300], [-0.094, 0.015, 0.783], [0.686, 0.566, 6.345], [-0.313, 0.095, 5.268], [-0.042, 0.594, 3.943], [0.177, 0.942, 2.846], [1.672, 0.128, 6.166], [0.362, 0.259, 7.344], [0.773, 1.655, 6.338], [-0.318, -1.012, 5.221], [-1.340, 0.385, 5.554]], "forces_ev_per_a": [[0.1, 0.5, -3.8], [0.5, -0.1, 1.7], [-0.2, -0.8, 1.5], [-0.5, 0.1, 1.7], [-0.2, 0.1, 0.5], [0.1, 0.5, 0.2], [0.1, 0.1, -0.2], [0.0, 0.1, -0.2], [-0.5, -0.2, 0.1], [-0.1, 0.1, -0.3], [-0.1, 0.0, -0.2], [0.4, -0.3, 0.1], [0.1, 0.0, -0.2], [0.1, 0.1, -0.3], [-0.6, -0.6, -1.1], [0.7, 0.6, -0.4], [0.6, 0.2, 0.5], [0.1, 0.3, -0.2], [0.4, -1.1, 0.9], [-0.8, -0.4, -0.7], [-0.4, 0.0, -0.1], [-0.2, 0.2, -0.3], [0.2, 0.1, 0.2], [-0.1, 0.1, 0.2], [-0.4, -0.5, -1.3], [0.0, 0.1, -1.2], [-0.6, 1.0, -0.1], [0.1, 0.1, -0.2], [-0.6, 0.4, 0.9], [-0.5, -0.8, 0.8], [0.2, -0.3, 0.2], [0.3, -0.1, -0.2], [0.3, 0.2, -0.1], [0.1, 0.1, 0.2], [1.0, -0.3, 1.3], [0.3, 0.2, -0.1], [-0.5, -0.5, 1.0], [0.8, 1.2, -2.7], [-0.6, -0.8, 2.3], [-0.1, 0.1, 0.0], [-0.1, 0.0, -0.3], [0.0, -0.2, 0.0], [0.0, 0.4, -0.1], [0.3, 0.0, -0.2]]}

3.
{"formula": "C6H20KNO7", "method": "ωB97M-V/def2-TZVPD", "homo_energy_ev": -7.52, "charge": 0, "lumo_ha": -0.01996, "multiplicity": 1, "total_energy_ha": -1421.8882, "species": ["K", "N", "O", "O", "O", "O", "H", "H", "O", "H", "H", "C", "C", "C", "O", "H", "H", "H", "H", "H", "H", "H", "H", "C", "C", "C", "O", "H", "H", "H", "H", "H", "H", "H", "H"], "coordinates": [[-1.274, 0.774, -0.299], [-1.293, 0.510, -4.294], [-0.940, 1.020, -3.188], [-1.031, 1.120, -5.368], [-1.829, -0.630, -4.330], [-2.723, -1.503, -1.437], [-2.037, -2.159, -1.584], [-3.184, -1.440, -2.286], [-4.018, 1.632, -0.304], [-4.066, 1.263, 0.587], [-4.141, 2.582, -0.181], [-0.671, -1.921, 1.825], [0.378, -2.396, 0.837], [-0.054, -3.720, 0.181], [0.561, -1.360, -0.112], [-0.687, -2.492, 2.752], [-1.659, -2.001, 1.363], [-0.452, -0.878, 2.069], [1.339, -2.574, 1.341], [0.814, -4.327, -0.084], [-0.712, -3.593, -0.676], [-0.563, -4.345, 0.919], [0.784, -1.791, -0.947], [2.137, 3.689, 1.272], [1.919, 2.268, 0.752], [3.096, 1.324, 0.895], [0.775, 1.758, 1.504], [2.123, 3.767, 2.357], [1.325, 4.280, 0.849], [3.084, 4.093, 0.906], [1.645, 2.337, -0.299], [3.897, 1.739, 0.276], [2.866, 0.354, 0.443], [3.509, 1.072, 1.872], [1.081, 1.545, 2.389]], "forces_ev_per_a": [[0.1, -0.2, -0.8], [0.7, 0.0, -1.4], [-0.4, -0.2, 0.1], [-0.6, -0.7, 1.6], [0.1, 0.9, 0.4], [-0.2, -0.1, 0.4], [0.0, 0.1, -0.2], [0.4, 0.3, -0.1], [0.4, 0.1, 0.4], [-0.3, 0.0, -0.1], [-0.1, -0.1, -0.1], [0.1, 0.3, -0.1], [-0.2, -0.9, 0.4], [0.5, -0.3, 0.6], [0.0, 0.0, -0.6], [0.1, -0.1, -0.1], [0.0, 0.1, 0.0], [-0.1, 0.0, 0.1], [-0.2, 0.1, 0.1], [0.0, 0.2, -0.4], [0.0, 0.1, 0.0], [-0.2, 0.2, 0.0], [0.1, 0.4, -0.1], [0.3, 0.0, -0.8], [0.0, 0.0, 2.0], [0.4, -0.4, -1.2], [-0.3, -0.2, -0.9], [0.0, -0.2, 0.1], [0.1, 0.3, 0.3], [-0.1, 0.1, 0.0], [-0.2, -0.3, 0.0], [0.2, -0.1, 0.2], [-0.2, 0.1, 0.0], [-0.3, 0.6, 0.3], [0.1, 0.0, 0.0]]}

4.
{"formula": "C5H7NO", "method": "ωB97M-V/def2-TZVPD", "homo_energy_ev": [-8.86, -8.86], "charge": 0, "lumo_ha": [-0.02353, -0.02368], "multiplicity": 1, "total_energy_ha": -324.5055, "species": ["C", "C", "C", "O", "C", "N", "C", "H", "H", "H", "H", "H", "H", "H"], "coordinates": [[-0.957, -0.584, 1.867], [1.085, 0.745, -0.023], [1.317, -0.647, -0.531], [0.286, -1.028, -1.467], [-0.928, -0.499, -1.287], [-1.242, 0.549, -0.631], [-0.146, 1.256, -0.081], [-2.040, -0.511, 1.632], [-0.790, 0.337, 2.469], [1.916, 1.296, 0.405], [1.309, -1.375, 0.290], [2.256, -0.734, -1.084], [-1.685, -1.060, -1.835], [-0.381, 2.255, 0.276]], "forces_ev_per_a": [[-0.2, 0.2, 0.1], [-0.2, 0.0, 0.0], [0.1, 0.0, 0.1], [-0.1, 0.1, 0.0], [-0.2, 0.1, 0.1], [0.1, -0.3, -0.1], [0.3, 0.0, 0.1], [0.2, 0.0, 0.0], [0.0, -0.2, -0.1], [-0.1, -0.1, -0.1], [0.0, 0.1, -0.1], [-0.1, 0.0, 0.1], [0.1, 0.1, 0.1], [0.1, -0.2, -0.1]]}

5.
{"formula": "C11H9HgNS", "method": "ωB97M-V/def2-TZVPD", "homo_energy_ev": [-3.30, -3.65], "charge": -1, "lumo_ha": [0.12782, 0.08911], "multiplicity": 2, "total_energy_ha": -1030.9273, "s_squared": 0.773, "species": ["Hg", "S", "C", "C", "C", "C", "C", "N", "H", "H", "H", "H", "C", "C", "C", "C", "C", "C", "H", "H", "H", "H", "H"], "coordinates": [[-2.997, 0.809, 0.160], [-2.215, -0.126, -2.780], [-0.820, 0.809, -2.443], [0.387, 0.591, -3.154], [1.490, 1.363, -2.885], [1.417, 2.357, -1.905], [0.212, 2.501, -1.244], [-0.871, 1.769, -1.492], [0.415, -0.194, -3.896], [2.417, 1.188, -3.421], [2.269, 2.980, -1.670], [0.090, 3.243, -0.459], [0.604, -2.334, 2.726], [0.981, -1.470, 1.707], [0.063, -0.563, 1.187], [-1.230, -0.514, 1.683], [-1.604, -1.376, 2.701], [-0.690, -2.284, 3.226], [1.311, -3.054, 3.123], [1.992, -1.503, 1.315], [0.372, 0.109, 0.393], [-2.610, -1.343, 3.104], [-0.984, -2.957, 4.024]], "forces_ev_per_a": [[0.8, -0.5, 0.3], [-0.3, -0.1, 0.2], [0.0, 0.1, 0.0], [0.2, 0.1, 0.1], [0.0, -0.1, 0.0], [0.1, 0.0, 0.0], [0.1, 0.0, 0.0], [0.0, -0.1, 0.0], [0.0, 0.0, 0.0], [0.0, 0.0, 0.0], [0.0, 0.0, 0.1], [0.1, 0.0, 0.0], [0.0, -0.1, 0.0], [0.0, 0.0, 0.1], [0.0, 0.2, -0.2], [-0.5, 0.2, -0.5], [-0.2, 0.1, 0.1], [0.1, 0.0, 0.0], [0.0, 0.0, 0.0], [0.0, 0.0, 0.0], [0.0, -0.1, 0.0], [0.0, 0.0, 0.0], [0.0, 0.0, 0.0]]}

6.
{"formula": "C35H33N8O7PS2Sr", "method": "ωB97M-V/def2-TZVPD", "homo_energy_ev": -2.62, "charge": -2, "lumo_ha": 0.13582, "multiplicity": 1, "total_energy_ha": -3486.8455, "species": ["Sr", "C", "C", "N", "C", "C", "N", "C", "C", "N", "H", "H", "H", "H", "H", "H", "H", "H", "H", "H", "H", "H", "H", "H", "H", "N", "C", "C", "C", "C", "C", "C", "P", "C", "C", "C", "C", "C", "C", "C", "C", "C", "C", "C", "C", "H", "H", "H", "H", "H", "H", "H", "H", "H", "H", "H", "H", "H", "H", "H", "H", "O", "C", "O", "C", "C", "C", "C", "C", "C", "O", "N", "O", "O", "N", "O", "O", "H", "H", "S", "C", "S", "C", "C", "N", "C", "N"], "coordinates": [[0.890, -1.153, -0.294], [-2.694, -0.474, 0.293], [-2.005, 0.872, 0.016], [-0.991, 0.811, -1.017], [-1.448, 0.733, -2.396], [-1.861, -0.684, -2.805], [-0.849, -1.656, -2.416], [-1.321, -2.918, -1.865], [-2.186, -2.742, -0.600], [-1.793, -1.623, 0.259], [-3.493, -0.631, -0.436], [-3.189, -0.398, 1.268], [-1.501, 1.197, 0.925], [-2.790, 1.617, -0.206], [-0.327, 1.571, -0.923], [-0.618, 1.061, -3.024], [-2.293, 1.416, -2.588], [-2.046, -0.693, -3.886], [-2.808, -0.952, -2.337], [-0.199, -1.849, -3.168], [-0.430, -3.506, -1.624], [-1.899, -3.519, -2.585], [-2.118, -3.674, -0.035], [-3.238, -2.629, -0.886], [-1.554, -1.952, 1.188], [1.230, 1.212, 1.396], [0.643, 2.316, 1.995], [0.884, 3.594, 1.477], [0.308, 4.710, 2.053], [-0.512, 4.583, 3.168], [-0.782, 3.318, 3.664], [-0.247, 2.168, 3.081], [-0.772, 0.471, 3.543], [-2.334, 0.847, 4.441], [-3.399, 1.385, 3.711], [-4.627, 1.618, 4.305], [-4.824, 1.304, 5.645], [-3.780, 0.761, 6.377], [-2.544, 0.537, 5.781], [0.330, 0.020, 4.921], [1.066, 0.947, 5.655], [1.864, 0.526, 6.707], [1.919, -0.820, 7.045], [1.182, -1.747, 6.325], [0.404, -1.332, 5.253], [1.628, 0.509, 2.020], [1.844, 1.415, 0.609], [1.536, 3.689, 0.616], [0.511, 5.688, 1.634], [-0.947, 5.456, 3.636], [-1.448, 3.214, 4.512], [-3.254, 1.638, 2.666], [-5.435, 2.043, 3.721], [-5.786, 1.479, 6.111], [-3.922, 0.510, 7.421], [-1.735, 0.116, 6.366], [1.027, 1.997, 5.389], [2.457, 1.248, 7.256], [2.564, -1.154, 7.848], [1.244, -2.801, 6.562], [-0.122, -2.066, 4.651], [1.628, 2.159, -2.942], [2.063, 1.074, -2.529], [2.154, 0.730, -1.311], [2.509, 0.064, -3.583], [2.996, 0.576, -4.759], [3.392, -0.250, -5.817], [3.205, -1.621, -5.742], [2.662, -2.135, -4.595], [2.382, -1.368, -3.403], [2.037, -1.941, -2.341], [2.310, -3.550, -4.616], [1.247, -3.880, -4.119], [3.108, -4.341, -5.096], [3.932, 0.319, -7.022], [4.118, 1.528, -7.067], [4.255, -0.436, -7.934], [3.056, 1.650, -4.863], [3.449, -2.264, -6.574], [2.815, -1.608, 2.066], [1.915, -3.008, 2.519], [0.504, -3.499, 1.645], [2.334, -3.771, 3.615], [3.489, -3.450, 4.382], [4.415, -3.259, 5.047], [1.583, -4.873, 4.108], [1.017, -5.764, 4.581]], "forces_ev_per_a": [[0.1, 0.0, 0.0], [0.0, 0.0, 0.0], [0.0, 0.0, 0.0], [0.1, 0.0, -0.1], [0.0, 0.0, 0.0], [0.0, 0.0, 0.0], [-0.1, -0.1, 0.0], [0.0, 0.0, 0.0], [0.0, 0.0, 0.0], [0.0, 0.1, 0.0], [0.0, 0.0, 0.0], [0.0, 0.0, 0.0], [0.0, 0.0, 0.1], [0.0, 0.0, 0.0], [0.0, 0.0, 0.0], [0.0, 0.0, 0.0], [0.0, 0.0, 0.0], [0.0, 0.0, 0.0], [0.0, 0.0, 0.0], [0.0, 0.0, 0.0], [0.0, 0.0, 0.0], [0.0, 0.0, 0.0], [0.0, 0.0, 0.0], [0.0, 0.0, 0.0], [0.0, 0.0, 0.0], [0.0, 0.0, 0.1], [0.0, 0.0, 0.0], [0.0, 0.0, 0.0], [0.0, 0.0, 0.0], [0.0, 0.0, 0.0], [0.0, 0.0, 0.0], [0.1, 0.0, -0.1], [0.0, 0.0, -0.1], [0.0, 0.0, 0.0], [0.0, 0.0, 0.0], [0.0, 0.0, 0.0], [0.0, 0.0, 0.0], [0.0, 0.0, 0.0], [0.0, 0.0, 0.0], [0.0, 0.0, 0.0], [0.0, 0.0, 0.0], [0.0, 0.0, 0.0], [0.0, 0.0, 0.0], [0.0, 0.0, -0.1], [0.0, 0.0, 0.0], [0.0, 0.0, 0.0], [0.0, 0.0, 0.0], [0.0, 0.0, 0.0], [0.0, 0.0, 0.0], [0.0, 0.0, 0.0], [0.0, 0.0, 0.0], [0.0, 0.0, 0.0], [0.0, 0.0, 0.0], [0.0, 0.0, 0.0], [0.0, 0.0, 0.0], [0.0, 0.0, 0.0], [0.0, 0.0, 0.0], [0.0, 0.0, 0.0], [0.0, 0.0, 0.0], [0.0, 0.0, 0.0], [0.0, 0.0, 0.0], [0.0, 0.0, 0.0], [0.0, 0.0, 0.1], [0.0, -0.1, 0.1], [0.0, 0.0, 0.0], [0.0, 0.0, 0.0], [-0.1, 0.0, -0.1], [0.0, 0.0, 0.0], [-0.1, -0.1, -0.2], [0.0, 0.0, 0.1], [0.0, 0.1, 0.0], [0.3, -0.1, 0.7], [-0.1, 0.1, -0.3], [-0.1, 0.0, -0.2], [0.6, -0.1, 0.2], [-0.2, 0.0, -0.1], [-0.2, 0.0, -0.1], [0.0, 0.0, 0.0], [0.0, 0.0, 0.0], [0.0, 0.0, 0.0], [0.0, 0.0, 0.0], [0.0, 0.0, 0.0], [-0.1, 0.1, 0.1], [0.0, 0.0, 0.0], [0.0, 0.0, 0.0], [0.0, -0.1, 0.0], [0.0, 0.0, 0.0]]}